1.
Molecular formula: C23H22FN3O3
Method: DFT, ωB97M-V/def2-TZVPD

XYZ file:
```
52
Properties=species:S:1:pos:R:3:forces:R:3:mulliken_charge:R:1
O 0.293650 1.999987 0.292341 0.0 0.0 0.0 -0.648
C 1.029754 1.319764 -0.390896 -0.1 -0.3 -0.1 0.037
C 2.242902 1.901550 -1.019302 0.3 0.6 0.0 0.438
C 2.648578 3.155512 -0.564013 -0.2 -0.2 0.0 -0.754
C 3.773023 3.801649 -1.058831 0.3 0.0 -0.3 -0.918
C 4.481003 3.148144 -2.040365 -0.4 -0.6 -0.1 0.935
C 4.079389 1.894194 -2.513402 0.1 0.5 0.3 0.533
C 2.973663 1.248911 -2.025968 0.2 0.1 -0.1 -0.833
O 4.950558 1.480252 -3.485772 -0.4 -0.2 0.1 -0.494
C 5.910217 2.506850 -3.611071 1.0 0.0 -0.8 -0.242
O 5.605300 3.543298 -2.700303 -0.2 0.3 0.4 -0.473
C 0.783021 -0.163729 -0.588904 -0.3 0.1 0.5 0.598
C 1.827336 -0.972602 0.191474 0.0 -0.2 -0.3 -0.864
C 1.509637 -2.456301 0.045719 -0.1 0.1 0.3 -1.010
C 0.085144 -2.736458 0.517863 0.2 -0.1 -0.2 -0.518
N -0.846837 -1.956306 -0.271747 0.1 -0.1 0.0 0.241
C -2.242016 -2.339132 -0.108476 0.0 0.0 -0.3 -1.863
C -2.775291 -2.098766 1.286194 -0.1 0.2 0.1 1.332
C -2.604449 -3.084554 2.250461 -0.2 0.0 0.2 -0.772
C -2.964543 -2.852104 3.563495 0.0 0.1 -0.1 0.225
F -2.782296 -3.831139 4.474616 0.0 0.1 -0.1 -0.345
C -3.504212 -1.645472 3.967244 0.1 -0.3 0.0 -0.767
C -3.697713 -0.667011 3.012273 0.0 0.0 -0.2 -0.239
C -3.339441 -0.878682 1.682565 0.0 -0.7 0.6 -0.069
N -3.575473 0.162476 0.770814 0.0 0.8 -0.1 0.703
C -3.380414 1.484530 0.996282 0.0 0.2 -0.2 -0.203
C -3.766919 2.146408 -0.140916 0.0 0.0 0.2 -0.867
C -4.197193 1.131299 -1.008788 0.1 0.1 0.2 -0.316
N -4.072844 -0.053441 -0.449448 -0.5 -0.6 -0.4 -0.934
C -0.615526 -0.537405 -0.095673 0.1 0.2 -0.3 -1.026
H 2.054394 3.624245 0.205372 0.0 0.0 0.0 0.475
H 4.080890 4.768062 -0.697382 0.0 0.1 0.1 0.433
H 2.688373 0.292427 -2.427226 -0.1 -0.2 0.0 0.500
H 6.912237 2.106185 -3.390281 -0.3 0.1 0.0 0.250
H 5.896087 2.904282 -4.638229 -0.1 -0.1 0.3 0.245
H 0.851502 -0.417793 -1.649188 0.0 0.0 0.0 0.329
H 2.833245 -0.756545 -0.171929 0.0 0.0 0.1 0.462
H 1.780732 -0.688584 1.245887 0.0 0.1 0.1 0.368
H 2.212400 -3.052153 0.630335 0.0 0.0 0.0 0.441
H 1.597722 -2.746415 -1.002418 0.0 -0.1 0.0 0.385
H -0.145119 -3.795074 0.374869 0.0 0.0 0.1 0.404
H 0.011106 -2.507071 1.596302 0.0 -0.1 0.0 0.329
H -2.830976 -1.775741 -0.834132 0.1 -0.3 0.1 0.559
H -2.317802 -3.403161 -0.346106 -0.1 0.0 0.0 0.663
H -2.189461 -4.043590 1.981617 0.1 -0.1 0.0 0.460
H -3.777144 -1.488981 4.998215 0.0 0.0 0.1 0.448
H -4.145161 0.273475 3.295425 -0.1 0.1 0.0 0.475
H -2.952429 1.848207 1.907507 0.1 0.0 0.2 0.435
H -3.740032 3.199713 -0.326688 0.0 0.2 0.0 0.420
H -4.586362 1.218301 -2.003866 -0.1 0.0 -0.2 0.459
H -1.352535 0.012312 -0.683810 -0.1 0.0 0.1 0.321
H -0.709675 -0.223822 0.958263 0.0 0.0 -0.1 0.249
```
Forces are in eV/Å.

## Properties
**E_tot**: -37537.531 eV
**SMILES**: O=C(c1ccc2c(c1)OCO2)[C@H]1CCCN(Cc2cc(F)ccc2-n2cccn2)C1
**LUMO energy**: 0.018 Ha
**Energy relative to the best compared isomer or geometry (same formula, charge and spin)**: 54.2 kcal/mol
**Strongest force on any atom**: 1.261 eV/Å
**HOMO-LUMO gap**: 8.900 eV

---

2.
Molecular formula: C33H50BrClIN9O4S
Method: DFT, ωB97M-V/def2-TZVPD

XYZ file:
```
100
Properties=species:S:1:pos:R:3:forces:R:3:mulliken_charge:R:1
C 6.765529 -2.499697 -0.531536 -0.2 0.2 0.2 -1.045
C 5.284855 -2.208566 -0.287955 0.1 -0.3 0.1 -0.306
C 4.450624 -2.460285 -1.553930 -0.1 0.5 0.3 -0.790
Br 4.007606 -4.339175 -1.705705 0.1 -0.1 -0.2 -0.093
C 3.227788 -1.579628 -1.553285 0.0 0.0 -0.2 0.323
N 2.084695 -2.078228 -1.173466 0.0 0.0 0.1 -0.918
N 1.041341 -1.263768 -1.142581 -0.1 0.2 -0.1 0.838
C -0.174718 -1.928987 -0.655179 -0.1 -0.4 0.1 -0.670
C -0.313167 -1.829720 0.863426 0.1 -0.3 -0.2 -0.224
C -1.240527 -2.909730 1.410608 -0.2 -0.2 -0.1 -0.970
C -2.672709 -2.856202 0.841641 0.3 0.5 0.4 -0.730
S -3.069948 -4.099547 -0.375542 -0.1 -0.3 0.4 1.171
O -2.013492 -5.056210 -0.443902 -0.1 0.0 -0.2 -0.584
O -4.422337 -4.525062 -0.169713 0.1 0.1 -0.1 -0.551
Cl -3.072236 -3.090412 -2.147573 -0.1 0.1 -0.2 -0.200
C 1.069092 0.031328 -1.481798 -0.2 0.0 0.2 0.657
C -0.194993 0.827599 -1.381001 -0.3 -0.1 0.0 -1.053
C -1.024521 0.797403 -2.677559 -0.3 0.2 0.2 -0.443
C -2.164011 1.825577 -2.578586 0.1 -0.1 0.4 -0.736
I -1.981403 3.401720 -3.987015 -0.1 0.1 -0.1 0.005
C 2.266512 0.586581 -1.931110 -0.2 0.4 0.0 1.217
C 2.347840 2.002222 -2.421989 0.2 0.1 -0.2 -1.403
C 3.341564 2.923903 -1.660112 -0.4 0.6 0.0 1.134
C 2.566150 4.121701 -1.072275 -0.1 -0.2 0.0 -1.758
C 4.443497 3.441767 -2.589299 0.1 -0.2 -0.2 -1.777
C 3.372631 -0.224741 -1.952434 0.5 -0.5 0.2 0.176
C 4.746698 0.250040 -2.425563 -0.1 0.1 -0.4 -0.419
O 5.470576 0.728401 -1.546021 0.2 -0.1 0.1 -0.683
O 4.909369 0.069212 -3.643466 0.0 0.0 0.1 -0.720
H 6.885643 -3.345571 -1.208597 0.1 0.0 0.0 0.360
H 7.283299 -2.721921 0.400800 0.0 0.0 0.0 0.428
H 7.230352 -1.608181 -0.952818 0.0 -0.1 -0.2 -0.025
H 5.160043 -1.166819 0.009065 0.0 0.0 0.0 0.374
H 4.901852 -2.832102 0.523569 -0.1 0.0 -0.1 0.453
H 5.034866 -2.179271 -2.429159 0.0 -0.2 -0.1 0.685
H -0.058741 -2.981284 -0.917063 0.1 0.1 -0.1 0.512
H -1.031805 -1.554735 -1.206658 0.0 0.1 0.1 -0.450
H -0.653598 -0.844443 1.187077 0.1 0.1 0.0 0.254
H 0.686741 -2.025395 1.258677 -0.1 0.2 0.2 0.379
H -1.331096 -2.811383 2.491050 0.1 0.1 0.0 0.269
H -0.802511 -3.891820 1.222376 -0.1 0.0 0.0 0.536
H -3.413107 -3.031085 1.620468 0.0 -0.1 0.0 0.340
H -2.890419 -1.866329 0.436445 -0.2 -0.1 -0.1 0.504
H -0.814282 0.456743 -0.563653 0.1 0.1 0.0 0.508
H 0.028404 1.864209 -1.129772 0.1 -0.1 0.0 0.309
H -0.392005 1.002532 -3.539558 0.0 -0.1 0.0 0.543
H -1.476405 -0.189489 -2.807722 0.2 -0.1 -0.1 0.159
H -3.151043 1.381692 -2.674312 0.0 0.0 -0.3 0.553
H -2.124326 2.330285 -1.616918 0.0 0.0 0.0 -0.047
H 2.668714 1.934362 -3.467377 0.0 0.0 0.0 0.502
H 1.365389 2.469638 -2.447575 0.0 -0.1 0.0 0.496
H 3.777447 2.382316 -0.820991 0.2 -0.1 -0.2 0.298
H 1.768706 4.443309 -1.748845 0.1 0.1 -0.1 0.342
H 3.223882 4.977576 -0.918320 0.0 -0.1 0.2 0.469
H 2.076371 3.862167 -0.130696 0.0 0.1 0.0 0.377
H 4.093281 4.331370 -3.121092 0.0 0.0 0.0 0.471
H 5.347737 3.685728 -2.031189 -0.1 0.1 0.0 0.328
H 4.729275 2.705417 -3.343429 0.0 0.0 0.1 0.414
C -6.954669 -2.775847 1.615226 -0.1 -0.1 0.1 -0.599
C -5.961313 -1.877480 2.179556 -0.1 -0.1 0.0 0.426
N -5.158854 -1.189243 2.624137 0.2 0.1 0.1 -0.437
H -7.498625 -3.275373 2.415936 0.0 0.0 0.0 0.342
H -7.649710 -2.219560 0.992356 0.0 0.0 0.0 0.285
H -6.448567 -3.519076 1.001005 0.0 0.0 0.0 0.049
C -7.854360 -4.783562 -2.275242 0.0 0.0 0.0 -0.841
C -7.404331 -3.455845 -1.881529 0.1 -0.1 -0.1 0.428
N -7.016641 -2.422570 -1.571508 0.0 0.2 0.0 -0.426
H -7.203384 -5.534255 -1.829930 0.0 0.0 0.0 0.253
H -8.876091 -4.946067 -1.937419 0.0 0.0 0.0 0.299
H -7.818415 -4.878607 -3.358644 0.0 0.0 0.0 0.317
C -3.598265 4.774556 0.476569 0.0 0.1 0.0 -0.754
C -2.246269 4.335696 0.165979 -0.1 0.0 0.0 0.496
N -1.184997 3.993328 -0.103434 0.1 -0.1 0.0 -0.422
H -4.265211 3.917771 0.555390 0.0 0.0 0.0 0.300
H -3.600303 5.314844 1.421743 0.0 0.0 0.0 0.321
H -3.953882 5.429636 -0.317001 -0.1 0.0 0.0 0.095
C -3.698893 -0.942263 5.911128 -0.1 0.1 -0.2 -0.804
C -2.460905 -1.394004 5.295672 0.0 0.0 0.1 0.457
N -1.466243 -1.748631 4.846570 0.1 0.0 -0.2 -0.464
H -4.247196 -1.794364 6.307390 0.0 0.0 0.0 0.254
H -3.476675 -0.263029 6.727580 0.0 0.0 0.0 0.274
H -4.310241 -0.437921 5.166509 0.0 0.0 -0.1 0.265
C -1.013454 -0.836823 9.944747 0.0 0.0 0.0 -0.759
C -2.380303 -0.664462 9.471697 0.1 0.0 0.0 0.390
N -3.453137 -0.529288 9.090381 -0.1 0.0 0.1 -0.431
H -0.315568 -0.465326 9.196855 0.0 0.0 0.0 0.268
H -0.871612 -0.285743 10.872245 0.0 0.0 0.0 0.285
H -0.815463 -1.892012 10.121920 0.0 0.0 0.0 0.262
C 9.861216 -0.452008 -2.207427 0.0 0.0 0.0 -0.575
C 10.077387 -1.676300 -1.446500 -0.1 0.1 0.0 0.398
N 10.222727 -2.641412 -0.844851 0.1 -0.1 0.1 -0.413
H 10.553033 0.318682 -1.873113 0.0 0.0 0.0 0.273
H 10.022592 -0.642366 -3.266609 0.0 0.0 0.0 0.249
H 8.838752 -0.102341 -2.063769 0.0 0.0 0.0 0.114
C -2.202753 8.194146 -2.154783 0.0 0.0 0.0 -0.716
C -3.469547 7.476957 -2.105103 0.1 0.0 0.0 0.410
N -4.458176 6.897026 -2.065402 -0.1 0.0 0.0 -0.483
H -1.656493 8.043652 -1.225408 0.0 0.0 0.0 0.265
H -1.602292 7.821188 -2.982215 0.0 0.0 0.0 0.251
H -2.385213 9.257789 -2.294591 0.0 0.0 0.0 0.304
```
Forces are in eV/Å.

## Properties
**E_tot**: -158131.367 eV
**LUMO energy**: -0.013 Ha
**Strongest force on any atom**: 0.723 eV/Å
**HOMO-LUMO gap**: 8.253 eV

---

3.
Molecular formula: C13H16O
Method: DFT, ωB97M-V/def2-TZVPD

XYZ file:
```
30
Properties=species:S:1:pos:R:3:forces:R:3:mulliken_charge:R:1
C -0.924517 2.618869 -1.673236 -0.3 -0.7 1.2 -0.031
C -0.921477 1.900989 -0.698824 -0.3 2.4 -3.2 -1.469
C -0.747731 1.015156 0.363356 1.8 -2.0 0.0 1.770
C -1.897027 0.865052 1.300220 0.0 -0.3 0.1 -1.033
C -3.138134 0.507260 0.404842 2.9 -0.7 1.3 -1.074
C -2.895826 -0.819561 -0.267938 0.0 -1.5 1.0 0.244
O -3.804023 -1.612433 -0.401728 -0.4 0.1 -0.5 -0.616
C -1.502029 -1.271612 -0.512456 0.1 1.0 -0.8 -0.042
C -0.497198 -0.431275 -0.275299 -0.6 1.6 0.4 -0.822
C 0.960129 -0.696897 -0.334920 -0.1 -1.6 -0.7 2.286
C 1.173158 -1.786863 0.785256 -2.9 -0.7 -0.8 -1.495
C 1.461283 -1.257751 -1.679920 1.8 -0.3 1.1 -1.857
C 1.618378 0.638417 0.030163 0.7 0.4 -0.9 -1.064
C 0.623212 1.311615 0.997919 1.1 -1.7 0.0 -1.557
H -1.043443 3.283905 -2.483021 0.1 0.2 -0.3 0.529
H -1.969181 1.777723 1.902565 -0.5 -0.2 0.0 0.313
H -1.506442 0.032942 1.921042 -1.1 0.3 0.2 0.506
H -3.139282 1.241516 -0.333114 -0.5 1.5 -1.3 0.445
H -4.000194 0.498271 0.985521 -1.7 -0.2 0.6 0.492
H -1.301131 -2.252727 -0.951202 -0.4 0.2 0.3 0.491
H 1.529501 -1.222454 1.609503 0.8 -0.4 1.2 0.383
H 1.722879 -2.662740 0.411861 0.4 0.6 0.5 0.408
H 0.090693 -2.203501 1.060251 2.6 0.7 -0.3 0.287
H 2.569359 -1.151328 -1.600436 -0.6 0.3 -0.7 0.396
H 1.034503 -0.831127 -2.536123 -0.3 1.6 -1.1 0.433
H 1.365592 -2.297447 -1.952820 -0.6 -0.8 1.0 0.442
H 1.643066 1.383487 -0.809037 -0.2 -1.0 0.1 0.347
H 2.724851 0.518514 0.218950 -1.2 0.1 0.7 0.389
H 0.585413 0.858601 1.963936 0.3 -0.6 0.9 0.445
H 1.030262 2.273071 1.158190 -0.7 1.6 0.0 0.451
```
Forces are in eV/Å.

## Properties
**E_tot**: -15784.576 eV
**SMILES**: C#C[C@@]12CCC(=O)C=C1C(C)(C)CC2
**LUMO energy**: 0.025 Ha
**Energy relative to the best compared isomer or geometry (same formula, charge and spin)**: 24.4 kcal/mol
**Strongest force on any atom**: 3.994 eV/Å
**HOMO-LUMO gap**: 9.993 eV